1.
ORCA calculation (ωB97M-V/def2-TZVPD) on a molecular structure, C36H34Br4NO2PW in a non-equilibrium geometry.

Results
Energy above the lowest of the compared OMol25 structures with the same formula, charge and spin: 25.6 kcal per mole
Spin multiplicity: 3
Molecular weight: 1047.1 Da
LUMO energy (spin up / spin down): -6.9 / -7.2 eV
Charge: +2
Max |F|: 2.69 eV Å⁻¹
Calculated total energy: -334740.740 eV

Geometry (Å):
W -0.44180 -0.12470 0.21270
C -3.99470 -1.06630 -1.29730
C -2.51780 -1.30060 -1.25250
C -1.62520 -0.56090 -2.07410
C -2.11600 0.60060 -2.89250
C -0.26130 -0.98060 -2.20980
C 0.56300 -0.34220 -3.29970
C 0.21510 -2.10180 -1.46520
C 1.50790 -2.77530 -1.83820
C -0.61440 -2.67320 -0.44630
C -0.12230 -3.87210 0.32540
C -1.99690 -2.29370 -0.36970
C -2.95030 -3.09780 0.46910
H -4.27770 -0.33230 -2.04360
H -4.36790 -0.71330 -0.33310
H -4.50930 -1.99740 -1.53980
H -1.31920 1.32070 -3.06900
H -2.93010 1.12550 -2.39660
H -2.48150 0.26190 -3.86420
H -0.00250 -0.32710 -4.23110
H 1.48630 -0.87530 -3.49510
H 0.81370 0.69100 -3.04810
H 2.27720 -2.08070 -2.16600
H 1.30740 -3.44760 -2.67640
H 1.91310 -3.37800 -1.03200
H 0.87000 -3.71500 0.74450
H -0.08290 -4.74150 -0.33260
H -0.77820 -4.11940 1.15150
H -3.19340 -4.01370 -0.07260
H -3.87630 -2.56370 0.65340
H -2.53500 -3.38350 1.43300
Br -1.47210 6.78230 -0.55070
C -1.69040 4.93020 -0.28580
C -2.98120 4.40340 -0.12000
Br -4.49190 5.52200 -0.24740
C -3.15010 3.04400 0.14640
Br -4.85020 2.27450 0.37930
C -2.04070 2.20650 0.18640
O -2.05670 0.92050 0.49350
C -0.73810 2.72270 -0.07200
O 0.21970 1.82670 -0.04200
C -0.57260 4.09480 -0.26380
Br 1.18130 4.74660 -0.49650
N 1.99830 -0.54300 0.42810
C 2.24390 -1.39330 1.57490
C 3.22170 -2.37490 1.56170
C 3.39400 -3.19140 2.67330
C 2.59290 -3.03390 3.79240
C 1.60580 -2.05970 3.80990
C 1.43490 -1.22990 2.70960
P 0.15690 0.05010 2.54370
C 0.91250 1.63620 3.00360
C 0.06020 2.74150 2.94550
C 0.56070 4.00700 3.17870
C 1.90690 4.17400 3.47470
C 2.74340 3.07400 3.57250
C 2.25350 1.80070 3.33420
C -1.14270 -0.21850 3.75580
C -0.93230 0.02260 5.11230
C -1.98080 -0.16620 5.99430
C -3.21970 -0.58290 5.52680
C -3.43120 -0.80100 4.17340
C -2.39020 -0.61980 3.28360
H 2.59320 -0.85940 -0.34500
H 2.28690 0.42130 0.64200
H 3.86200 -2.50060 0.69960
H 4.16190 -3.94840 2.66170
H 2.73790 -3.66430 4.65580
H 0.96170 -1.94690 4.66930
H -0.99330 2.59030 2.73320
H -0.09170 4.86660 3.13420
H 2.30010 5.16320 3.64680
H 3.78390 3.20600 3.82200
H 2.89750 0.93620 3.42550
H 0.03310 0.36400 5.46400
H -1.83240 0.02210 7.04600
H -4.02810 -0.72420 6.22500
H -4.40750 -1.09480 3.82250
H -2.52500 -0.75560 2.21060

How positive or negative is each atom? The Mulliken charges in e answer that: W 1.95; C -2.46; C 1.57; C 0.64; C -2.43; C 1.41; C -2.18; C 1.06; C -2.10; C 0.47; C -1.85; C 1.36; C -2.54; H 0.44; H 0.34; H 0.49; H 0.54; H 0.54; H 0.40; H 0.40; H 0.47; H 0.42; H 0.59; H 0.36; H 0.53; H 0.23; H 0.39; H 0.43; H 0.42; H 0.52; H 0.59; Br -0.10; C 0.32; C 0.26; Br -0.12; C -0.19; Br -0.09; C -0.57; O -0.24; C 0.37; O -0.82; C -0.06; Br -0.07; N -0.86; C 0.37; C -0.64; C -0.86; C -0.79; C -1.23; C 0.36; P 2.27; C 0.39; C -0.57; C -0.73; C -0.68; C -0.77; C -0.61; C 0.27; C -0.43; C -0.81; C -0.66; C -1.13; C 0.25; H 0.32; H 0.40; H 0.53; H 0.45; H 0.48; H 0.51; H 0.56; H 0.51; H 0.45; H 0.49; H 0.44; H 0.53; H 0.47; H 0.44; H 0.50; H 0.10

---

2.
ORCA calculation (ωB97M-V/def2-TZVPD) on a molecular structure, C26H29Br52N3O2 in a non-equilibrium geometry.

Results
Molecular weight: 4570.5 Da
LUMO energy: -0.9 eV
Charge: 0
Max |F|: 1.15 eV Å⁻¹
Calculated total energy: -3678197.827 eV

Geometry (Å):
C 6.22128 -2.01288 5.42537
C 5.47975 -3.29876 5.04271
C 3.99221 -3.09248 4.71425
C 3.70229 -1.86831 3.83008
C 4.37307 -2.05252 2.46317
C 2.16755 -1.70194 3.66834
C 1.53654 -1.61851 4.99936
N 1.13120 -1.61906 6.06768
C 1.73719 -0.45962 2.80092
Br 1.38836 -1.02635 0.95837
C 0.44769 0.10477 3.26769
N -0.54003 0.58029 3.57668
O 2.73214 0.51267 2.76110
N 2.50213 1.63762 3.76978
O 3.51436 1.99677 4.14751
H 5.65562 -1.48304 6.20165
H 7.22318 -2.21343 5.80065
H 6.29659 -1.35113 4.55694
H 5.95112 -3.72054 4.14850
H 5.58714 -4.04315 5.83818
H 3.40220 -3.06445 5.63374
H 3.66144 -3.96618 4.13267
H 4.08686 -0.96000 4.30384
H 4.02813 -2.98543 2.00211
H 5.45811 -2.11400 2.58381
H 4.17835 -1.22366 1.78247
H 1.77146 -2.60029 3.18271
C -2.25391 -0.65413 -1.06148
Br -3.46447 -2.12689 -1.31954
Br -2.78071 0.88381 -2.09071
Br -2.04994 -0.21868 0.79560
H -1.28308 -0.96122 -1.42624
C -2.28956 2.50708 -5.41733
Br -0.50144 3.16428 -5.66320
Br -3.27441 3.58714 -4.16993
Br -3.22541 2.33979 -7.08873
H -2.21597 1.51435 -4.99039
C -5.16936 -1.10871 -5.36361
Br -5.47134 0.49637 -4.34507
Br -3.28898 -1.49621 -5.50977
Br -6.16859 -2.58624 -4.66087
H -5.53031 -0.92331 -6.36526
C -7.94200 -2.81864 -0.23781
Br -6.70196 -4.28207 -0.39573
Br -7.53908 -1.41441 -1.48234
Br -9.76202 -3.41067 -0.42204
H -7.83169 -2.41351 0.75765
C -6.24980 7.08765 -5.59716
Br -6.60569 5.21882 -5.84415
Br -5.81928 7.48696 -3.76674
Br -4.89729 7.75246 -6.79082
H -7.16126 7.62601 -5.82705
C 7.61022 -6.92751 3.75261
Br 8.86591 -5.67223 4.47681
Br 6.63701 -7.82934 5.14461
Br 6.42738 -6.09382 2.48785
H 8.17495 -7.67676 3.21409
C 2.32495 4.67098 0.82349
Br 1.78680 3.63908 -0.70547
Br 1.36245 4.13365 2.39818
Br 4.22581 4.57940 1.10729
H 2.07590 5.70318 0.62298
C -5.41478 -2.24690 4.12044
Br -4.07863 -3.61199 3.91363
Br -5.22766 -0.87795 2.78308
Br -7.19156 -2.99108 4.14884
H -5.25356 -1.78008 5.08154
C -10.22726 3.30294 -5.51537
Br -8.67459 2.22476 -5.16550
Br -10.27176 4.86371 -4.39419
Br -10.35079 3.77502 -7.37743
H -11.09655 2.70586 -5.27926
C -7.98284 7.76196 -9.71040
Br -8.94000 8.33655 -11.27527
Br -7.79449 9.18929 -8.43807
Br -8.76440 6.21509 -8.88263
H -6.98721 7.48161 -10.02578
C -13.41787 -2.92808 -2.88525
Br -11.92240 -3.51281 -3.94025
Br -13.19462 -3.38477 -1.02992
Br -13.75060 -1.04781 -3.10794
H -14.29170 -3.45412 -3.24170
C 12.46841 -6.61215 2.27118
Br 11.59297 -5.99715 0.67354
Br 12.75207 -5.17440 3.51411
Br 11.50571 -8.06959 3.06992
H 13.43930 -6.99025 1.98341
C -8.89638 12.61129 -11.44103
Br -7.06813 12.02461 -11.32906
Br -9.72640 12.02248 -13.07333
Br -9.90895 12.06646 -9.90273
H -8.88549 13.69150 -11.45654
C 9.03675 -2.73255 8.79637
Br 9.30943 -1.13156 7.76653
Br 8.31998 -4.16001 7.72221
Br 10.65061 -3.28188 9.68394
H 8.30640 -2.50169 9.55877
C 11.39437 -9.29342 -1.42427
Br 11.29880 -9.94874 -3.22729
Br 10.01960 -10.05225 -0.31564
Br 13.13896 -9.56335 -0.66431
H 11.22524 -8.22614 -1.45601
C -7.35983 10.94290 -2.93052
Br -5.69357 11.89460 -2.83881
Br -8.76056 11.86333 -1.99122
Br -7.85633 10.56865 -4.74783
H -7.21307 9.98962 -2.44160
C 14.81790 -4.93675 10.39019
Br 16.59215 -4.19996 10.39950
Br 13.63339 -3.93356 11.52841
Br 14.11908 -5.08849 8.60649
H 14.88110 -5.93576 10.79700

Atomic partial charges in e from the Mulliken method, atoms 1 to 99: C -1.02; C 0.13; C -0.92; C 0.64; C -1.68; C 0.10; C -0.14; N -0.54; C 0.54; Br -0.07; C -0.18; N -0.43; O -0.17; N 0.25; O -0.24; H 0.27; H 0.17; H 0.28; H -0.13; H 0.40; H 0.46; H 0.33; H 0.21; H 0.31; H 0.45; H 0.34; H 0.65; C -0.38; Br -0.01; Br 0.07; Br 0.05; H 0.32; C 0.02; Br -0.05; Br -0.06; Br -0.04; H 0.04; C -0.30; Br 0.13; Br -0.07; Br -0.04; H 0.39; C -0.17; Br -0.04; Br 0.02; Br 0.03; H 0.19; C -0.16; Br 0.16; Br 0.00; Br -0.01; H 0.12; C -0.29; Br 0.07; Br -0.03; Br -0.02; H 0.29; C -0.35; Br 0.02; Br 0.00; Br -0.03; H 0.36; C -0.31; Br -0.01; Br -0.01; Br -0.04; H 0.35; C -0.42; Br -0.02; Br 0.00; Br -0.05; H 0.37; C -0.30; Br -0.04; Br 0.01; Br 0.03; H 0.37; C -0.31; Br -0.01; Br -0.05; Br 0.00; H 0.34; C -0.32; Br -0.01; Br -0.03; Br -0.02; H 0.36; C -0.34; Br -0.02; Br -0.02; Br -0.02; H 0.36; C -0.35; Br -0.04; Br 0.01; Br 0.03; H 0.38; C -0.19; Br -0.03